No. 1
{
  "formula": "C21H12F5MnN2O3S",
  "method": "wB97M-V/def2-TZVPD",
  "elements": ["Mn", "C", "O", "C", "C", "C", "C", "C", "C", "N", "N", "C", "O", "C", "C", "C", "C", "C", "C", "C", "O", "H", "H", "H", "H", "H", "H", "H", "H", "H", "H", "H", "H", "F", "C", "C", "F", "C", "F", "C", "S", "C", "F", "C", "F"],
  "positions_angstrom": [[0.2390, 0.1566, -0.2843], [4.4973, 1.1592, -1.4280], [4.7391, 1.8279, -0.1985], [4.2063, 1.3419, 0.9701], [4.9965, 1.5185, 2.0862], [4.5701, 1.1107, 3.3499], [3.3408, 0.5087, 3.4654], [2.4993, 0.3252, 2.3538], [1.2418, -0.3436, 2.6233], [0.3008, -0.5141, 1.7748], [-0.7883, -1.2563, 2.1737], [-1.5271, -1.5700, 1.1355], [-1.2971, -1.2649, -0.0926], [-2.7422, -2.3951, 1.4164], [-3.1583, -2.6689, 2.7177], [-4.2891, -3.4360, 2.9419], [-5.0180, -3.9412, 1.8719], [-4.6084, -3.6702, 0.5745], [-3.4779, -2.8988, 0.3483], [2.9061, 0.7611, 1.0590], [2.1823, 0.6789, -0.0193], [5.2530, 1.5417, -2.1145], [3.5018, 1.3558, -1.8150], [4.6251, 0.0787, -1.3194], [5.9640, 1.9842, 1.9436], [5.2047, 1.2571, 4.2140], [2.9889, 0.1654, 4.4319], [1.1114, -0.7543, 3.6264], [-2.5796, -2.2708, 3.5395], [-4.6071, -3.6416, 3.9569], [-5.9027, -4.5404, 2.0499], [-5.1734, -4.0583, -0.2643], [-3.1494, -2.6673, -0.6554], [-1.6269, 2.1384, -6.6247], [-1.4858, 2.1534, -5.2912], [-0.7305, 1.1902, -4.6520], [-0.1283, 0.2295, -5.3640], [-0.5998, 1.2287, -3.2779], [0.1706, 0.2577, -2.7212], [-1.1937, 2.1915, -2.4630], [-1.0272, 2.2442, -0.7358], [-1.9481, 3.1460, -3.1550], [-2.5633, 4.1244, -2.4818], [-2.0932, 3.1361, -4.5291], [-2.8238, 4.0800, -5.1374]],
  "atomic_forces_ev_per_a": [[-0.1, 0.3, 0.3], [0.1, -0.1, 0.0], [-0.2, 0.2, 0.0], [0.2, -0.1, 0.1], [-0.1, 0.0, -0.1], [0.0, 0.0, 0.0], [0.0, 0.0, -0.1], [0.2, 0.1, 0.0], [-0.1, -0.1, -0.1], [0.3, 0.1, -0.2], [-0.2, -0.1, 0.1], [0.1, 0.0, -0.1], [0.2, 0.0, 0.1], [-0.1, 0.0, 0.0], [0.1, 0.0, 0.0], [0.0, 0.0, 0.0], [0.0, 0.0, 0.0], [0.0, 0.0, 0.0], [0.0, 0.0, 0.0], [0.0, 0.1, -0.1], [-0.2, -0.2, 0.1], [0.0, 0.0, 0.0], [0.0, 0.0, 0.0], [0.0, 0.0, 0.0], [0.0, 0.0, 0.0], [0.0, 0.0, 0.0], [0.0, 0.0, 0.0], [-0.1, 0.0, 0.0], [0.0, 0.0, 0.0], [0.0, 0.0, 0.0], [0.0, 0.0, 0.0], [0.0, 0.0, 0.0], [0.0, 0.0, 0.0], [0.0, 0.0, 0.0], [0.0, 0.0, 0.0], [0.0, 0.0, 0.1], [0.0, 0.0, 0.0], [0.0, 0.1, 0.0], [0.0, -0.1, 0.0], [0.0, 0.0, -0.1], [0.0, 0.0, 0.0], [0.0, 0.0, -0.1], [0.0, 0.0, 0.0], [0.0, 0.0, 0.0], [0.0, 0.0, 0.0]],
  "mulliken_spin": [4.780, 0.001, 0.000, 0.012, 0.002, 0.005, -0.003, -0.013, 0.024, 0.033, -0.015, -0.031, 0.060, 0.007, -0.002, 0.000, 0.000, 0.000, 0.003, 0.013, 0.062, 0.000, 0.000, 0.000, 0.000, 0.001, 0.000, 0.009, -0.001, 0.000, 0.000, 0.000, 0.003, 0.000, 0.003, 0.005, 0.000, 0.000, 0.010, 0.001, 0.041, -0.007, -0.002, 0.000, 0.000],
  "total_energy_ev": -86840.3529,
  "multiplicity": 6,
  "max_force_ev_per_a": 0.43,
  "homo_ev": [-4.6, -4.8],
  "charge": -1
}

---

No. 2
{
  "formula": "C4H7N2",
  "method": "wB97M-V/def2-TZVPD",
  "elements": ["C", "C", "C", "C", "N", "N", "H", "H", "H", "H", "H", "H", "H"],
  "positions_angstrom": [[-1.6296, -1.2966, -1.2339], [-1.8942, -1.1698, 0.0539], [0.2814, 0.2065, -0.3354], [1.0678, 0.7445, 1.8800], [-0.7046, -0.5420, -0.2840], [0.9399, 0.7286, -1.3961], [-1.6752, -1.3048, -2.2438], [-2.4766, -1.4628, 0.8974], [2.0734, 0.1842, 1.9880], [1.1645, 1.7905, 1.7312], [0.2641, 0.3063, 2.4869], [1.6094, 1.4391, -1.2297], [0.9796, 0.3763, -2.3146]],
  "atomic_forces_ev_per_a": [[-0.1, 1.3, 5.2], [0.0, -1.3, -2.5], [2.8, 2.6, 3.5], [0.8, -2.6, -2.2], [-0.3, -0.9, -1.7], [-0.7, -0.5, 1.5], [-0.4, -0.5, -2.8], [-0.1, 0.2, 0.6], [-1.9, 0.9, -0.5], [-0.2, 0.7, 0.1], [0.2, 0.5, -0.5], [0.5, 0.4, 0.4], [-0.4, -0.8, -1.1]],
  "lowdin_charge": [0.211, 0.092, -0.144, 0.188, -0.019, 0.152, 0.092, 0.130, 0.071, 0.003, 0.029, 0.097, 0.100],
  "total_energy_ev": -7228.0150,
  "de_lowest_ev": 7.723,
  "max_force_ev_per_a": 5.39,
  "homo_ev": [-13.6, -13.6],
  "charge": 1
}

---

No. 3
{
  "formula": "C3H3CrFO2",
  "method": "wB97M-V/def2-TZVPD",
  "elements": ["H", "F", "O", "O", "C", "C", "C", "H", "H", "Cr"],
  "positions_angstrom": [[-1.5913, -0.0208, -0.0836], [1.6856, 1.0968, -0.0186], [0.2988, -0.2422, 1.1203], [-0.1673, -0.8165, -0.9265], [0.3625, 0.9489, 0.3486], [-0.5703, 0.5550, -0.7795], [-0.2389, -1.2233, 0.3556], [0.0679, 1.8041, 0.9622], [-0.4217, 1.0875, -1.7203], [0.5749, -3.1895, 0.7418]],
  "atomic_forces_ev_per_a": [[0.9, 5.1, -2.9], [-1.5, -0.4, 0.2], [-2.3, -3.5, 0.6], [-0.4, -4.1, 1.7], [0.9, 1.9, -0.8], [-2.1, -0.9, 2.8], [6.1, 1.6, -1.6], [-0.1, -0.2, 0.0], [-1.1, 0.0, 0.1], [-0.6, 0.4, 0.0]],
  "mulliken_spin": [0.001, -0.002, 0.014, 0.000, -0.002, -0.007, -0.152, 0.000, -0.001, 4.148],
  "total_energy_ev": -38367.5152,
  "multiplicity": 5,
  "de_lowest_ev": 0.136,
  "max_force_ev_per_a": 6.51,
  "homo_ev": [-20.5, -20.5],
  "charge": 2
}

---

No. 4
{
  "formula": "C5H8N3OS",
  "method": "wB97M-V/def2-TZVPD",
  "elements": ["C", "C", "C", "C", "C", "N", "N", "N", "O", "S", "H", "H", "H", "H", "H", "H", "H", "H"],
  "positions_angstrom": [[2.7340, -0.7782, -0.1424], [2.3966, -1.8051, 0.6749], [0.7416, -0.1504, 0.5509], [-1.8264, -0.1944, -0.2911], [-0.6140, 0.6773, 0.3052], [1.7644, 0.1079, -0.2716], [-2.4465, -0.9482, 0.6470], [-0.2211, 1.6658, -0.7088], [-2.1369, -0.0529, -1.4316], [0.7887, -1.6651, 1.3519], [3.5724, -0.7499, -0.6355], [3.0452, -2.6329, 0.9848], [-1.0090, 1.3509, 1.1009], [-2.0374, -1.1838, 1.5270], [-2.8573, -1.7605, 0.1386], [-0.5617, 1.3820, -1.6050], [0.7758, 1.4728, -0.9701], [-0.5268, 2.6032, -0.5980]],
  "atomic_forces_ev_per_a": [[-3.8, -2.1, 3.0], [0.3, -1.6, 1.1], [-1.6, 0.7, -1.8], [1.6, 1.3, 2.2], [0.5, 0.1, 0.3], [-3.0, 1.9, 1.2], [-0.7, -1.6, -2.1], [0.9, -1.3, -1.6], [-0.1, -0.1, -1.0], [1.8, 1.0, -0.7], [4.5, 0.5, -2.7], [-0.5, 0.3, -0.2], [0.5, -1.3, 0.2], [0.3, 0.1, 0.4], [-0.2, 0.8, 1.1], [-1.6, -0.6, -1.1], [0.7, 0.7, 1.1], [0.1, 1.1, 0.5]],
  "lowdin_charge": [-0.192, -0.316, -0.504, -0.502, -0.139, 0.017, 0.185, 0.189, 0.125, 1.103, 0.074, 0.091, 0.169, 0.086, 0.157, 0.142, 0.147, 0.168],
  "total_energy_ev": -22660.7419,
  "de_lowest_ev": 0.000,
  "max_force_ev_per_a": 5.28,
  "homo_ev": -13.5,
  "charge": 1
}